{"formula": "C36H56N2O21", "method": "ωB97M-V/def2-TZVPD", "symbols": ["C", "C", "C", "O", "C", "O", "O", "H", "H", "H", "H", "H", "H", "C", "C", "C", "O", "C", "O", "O", "H", "H", "H", "H", "H", "H", "C", "C", "C", "O", "C", "O", "O", "H", "H", "H", "H", "H", "H", "C", "C", "C", "O", "C", "O", "O", "H", "H", "H", "H", "H", "H", "C", "C", "C", "O", "C", "O", "O", "H", "H", "H", "H", "H", "H", "C", "C", "C", "O", "C", "O", "O", "H", "H", "H", "H", "H", "H", "C", "C", "C", "O", "C", "O", "O", "H", "H", "H", "H", "H", "H", "C", "C", "C", "C", "N", "H", "H", "H", "H", "H", "H", "H", "C", "C", "C", "C", "N", "H", "H", "H", "H", "H", "H", "H"], "positions_angstrom": [[-0.7339, -1.2650, 5.4425], [-1.1709, -1.1774, 4.0039], [-1.4559, -2.5106, 3.3508], [-2.7643, -2.7460, 3.6246], [-3.3296, -1.6163, 3.7955], [-4.5416, -1.3817, 3.9805], [-2.4490, -0.6037, 3.9065], [0.3431, -1.5317, 5.4478], [-1.3695, -1.9365, 6.1254], [-0.7787, -0.3062, 5.9366], [-0.4493, -0.5012, 3.4056], [-0.7105, -3.2450, 3.8150], [-1.3035, -2.3397, 2.3218], [-1.1529, -4.6110, -0.9976], [0.1052, -4.4256, -0.1585], [1.3395, -4.1226, -0.8999], [1.9680, -3.1705, -0.1125], [1.0998, -2.7652, 0.7363], [1.4439, -2.0260, 1.6520], [-0.0562, -3.3184, 0.6687], [-2.1438, -4.3707, -0.4416], [-1.2857, -5.6035, -1.4597], [-1.0743, -3.8159, -1.7688], [0.2202, -5.2440, 0.5795], [1.1225, -3.5409, -1.8997], [2.0062, -4.9566, -0.9764], [-0.5022, 2.3274, 2.6728], [0.8017, 2.0799, 3.4624], [1.7976, 1.1357, 2.7179], [2.9280, 1.8899, 2.5499], [2.7572, 3.1321, 2.8654], [3.5047, 4.0574, 2.6675], [1.4681, 3.2886, 3.4111], [-1.0419, 3.0534, 3.1788], [-1.0258, 1.3816, 2.6955], [-0.3378, 2.8513, 1.7455], [0.5773, 1.7832, 4.4659], [1.4693, 0.7910, 1.7519], [1.8299, 0.2480, 3.3508], [-2.1071, -1.4971, -2.5608], [-2.3902, -0.5124, -1.3784], [-2.1311, -1.0799, 0.0276], [-0.8796, -0.5244, 0.3940], [-0.6113, 0.4958, -0.4124], [0.3783, 1.2025, -0.2808], [-1.4295, 0.5532, -1.4423], [-2.3859, -0.9392, -3.4796], [-2.6835, -2.4343, -2.4429], [-1.0188, -1.7233, -2.6263], [-3.4160, -0.1222, -1.3984], [-2.2081, -2.1565, -0.0904], [-2.8649, -0.7572, 0.6526], [2.5139, 3.6561, -1.8141], [3.0742, 3.6094, -0.3504], [4.5595, 3.3261, -0.0917], [5.0723, 4.5776, 0.1677], [4.2475, 5.5191, 0.0498], [4.4920, 6.6661, 0.1776], [3.0993, 5.0450, -0.1358], [2.2267, 2.6659, -2.2957], [3.2893, 4.0670, -2.5599], [1.5970, 4.2416, -1.8857], [2.3649, 3.0758, 0.2980], [4.9723, 3.0439, -1.0488], [4.7864, 2.6304, 0.6387], [-6.6273, -0.3717, -0.7645], [-6.0521, -0.8785, 0.5583], [-6.9084, -1.7044, 1.5793], [-6.1520, -2.8120, 1.8247], [-5.1157, -2.8922, 0.9725], [-4.5061, -3.9337, 0.9573], [-4.9639, -1.7221, 0.2512], [-6.1352, 0.5703, -0.9934], [-7.6191, -0.0935, -0.6471], [-6.4770, -1.1096, -1.6290], [-5.7214, -0.0319, 0.9905], [-8.0420, -1.8877, 1.2969], [-6.9861, -1.1558, 2.5600], [3.6857, -0.2068, -0.2065], [4.5863, -0.3300, 0.9926], [4.5347, -1.5342, 1.8944], [5.8041, -2.0650, 1.8053], [6.5318, -1.1858, 1.1419], [7.7375, -1.3246, 1.0622], [5.8897, -0.2526, 0.5804], [2.6857, -0.1607, 0.1373], [3.6440, -1.0363, -0.8338], [3.9768, 0.6592, -0.8756], [4.5467, 0.5598, 1.5813], [3.8513, -2.2790, 1.5696], [4.2069, -1.2648, 2.8649], [-1.0393, 4.0098, -1.9620], [-1.8052, 4.0075, -3.3120], [-2.3137, 2.6038, -3.7047], [-3.6106, 2.2279, -3.1723], [-4.6255, 1.8716, -2.6692], [-1.6477, 3.5560, -1.1969], [-0.7443, 5.0183, -1.7029], [-0.2522, 3.3222, -1.9723], [-1.2078, 4.3118, -4.1317], [-2.5613, 4.7979, -3.3696], [-1.5435, 1.8077, -3.5338], [-2.6016, 2.7481, -4.7285], [1.4465, -0.5794, -2.6215], [2.2975, -1.3895, -3.5880], [2.6456, -0.7371, -4.8936], [1.5843, -0.0968, -5.5277], [0.6558, 0.3125, -6.0742], [0.6594, 0.0262, -3.0184], [2.2032, 0.0686, -2.1931], [1.0001, -1.1975, -1.8228], [1.7581, -2.2701, -3.8225], [3.1725, -1.7697, -3.1091], [2.9815, -1.6145, -5.4377], [3.5215, -0.1087, -4.8312]], "lowdin_charge": [-0.021, -0.343, -0.125, 0.149, -0.560, 0.112, 0.085, 0.097, 0.128, 0.074, 0.152, 0.180, 0.089, 0.006, -0.328, -0.085, 0.108, -0.642, 0.120, 0.101, 0.111, 0.099, 0.057, 0.179, 0.162, 0.146, 0.011, -0.299, -0.112, 0.082, -0.509, 0.190, 0.077, 0.063, 0.066, 0.088, 0.140, 0.094, 0.126, 0.011, -0.247, -0.082, 0.085, -0.574, 0.107, 0.070, 0.095, 0.091, 0.069, 0.128, 0.112, 0.093, -0.015, -0.210, -0.092, 0.130, -0.760, 0.173, 0.098, 0.079, 0.117, 0.052, 0.134, 0.133, 0.096, -0.013, -0.298, -0.117, 0.063, -0.505, 0.140, 0.043, 0.045, 0.052, 0.124, 0.108, 0.167, 0.138, 0.012, -0.314, -0.094, 0.128, -0.632, 0.130, 0.156, 0.053, 0.053, 0.116, 0.127, 0.106, 0.129, -0.079, -0.213, -0.181, -0.203, 0.150, 0.071, 0.083, 0.016, 0.089, 0.116, 0.124, 0.111, -0.088, -0.242, -0.198, -0.246, 0.167, 0.064, 0.052, 0.069, 0.088, 0.106, 0.133, 0.130], "smiles": "C[C@H]1COC(=O)O1.C[C@H]1COC(=O)O1.C[C@H]1COC(=O)O1.C[C@H]1COC(=O)O1.C[C@H]1COC(=O)O1.C[C@H]1COC(=O)O1.C[C@H]1COC(=O)O1.CCCC#N.CCCC#N", "homo_ev": -10.023, "orbital_gap_ev": 9.9151, "e_above_lowest_kcal_mol": 40.8}

=====

{"formula": "C36H59BN7O6PS2Ti", "method": "ωB97M-V/def2-TZVPD", "symbols": ["Ti", "C", "C", "C", "C", "C", "C", "N", "N", "B", "N", "C", "C", "C", "N", "C", "C", "C", "N", "C", "C", "C", "N", "C", "C", "C", "H", "H", "H", "H", "H", "H", "H", "H", "H", "H", "H", "H", "H", "H", "H", "H", "H", "H", "H", "H", "H", "H", "H", "H", "H", "H", "H", "H", "O", "S", "O", "O", "C", "C", "C", "C", "C", "C", "S", "O", "O", "O", "H", "H", "H", "H", "C", "C", "C", "C", "P", "N", "C", "C", "C", "C", "C", "C", "C", "C", "H", "H", "H", "H", "H", "H", "H", "H", "H", "H", "H", "H", "H", "H", "H", "H", "H", "H", "H", "H", "H", "H", "H", "H", "H", "H", "H"], "positions_angstrom": [[0.1395, 0.4869, -0.0083], [2.6981, 1.7761, 3.4372], [2.0101, 0.4179, 3.2589], [2.4754, -0.5659, 4.3341], [0.5215, 0.5712, 3.2874], [-0.2570, 0.8414, 4.4198], [-1.5535, 0.8250, 3.9574], [-1.5386, 0.5798, 2.6418], [-0.2599, 0.4227, 2.2165], [-2.8136, 0.6966, 1.7713], [-2.8396, -0.2047, 0.5304], [-3.9755, -0.8261, 0.1721], [-3.9839, -0.9919, -1.1855], [-2.7829, -0.4030, -1.6215], [-2.0848, 0.0510, -0.5835], [-2.4690, -0.0977, -3.0624], [-2.6946, -1.2936, -3.9875], [-1.0988, 0.5087, -3.2778], [-3.0203, 2.1434, 1.2905], [-2.7861, 3.2835, 1.9674], [-3.2319, 4.3347, 1.1986], [-3.7448, 3.7194, 0.0396], [-3.6150, 2.4029, 0.1076], [-4.3238, 4.3537, -1.1904], [-5.3412, 5.4386, -0.8401], [-3.2188, 4.9140, -2.0866], [3.7446, 1.7103, 3.1317], [2.2080, 2.5546, 2.8524], [2.6694, 2.0838, 4.4866], [2.2875, 0.0269, 2.2862], [2.1918, -0.2117, 5.3277], [2.0420, -1.5583, 4.1952], [3.5641, -0.6578, 4.3139], [0.0823, 0.9972, 5.4284], [-2.4924, 0.9611, 4.4673], [-3.7150, 0.3513, 2.5060], [-4.7082, -1.0747, 0.9207], [-4.7526, -1.4403, -1.7900], [-3.2178, 0.6615, -3.3221], [-1.9129, -2.0473, -3.8606], [-3.6567, -1.7759, -3.8092], [-2.6703, -0.9633, -5.0274], [-0.3243, -0.1283, -2.8550], [-0.8944, 0.6192, -4.3448], [-1.0161, 1.4888, -2.8101], [-2.2852, 3.2791, 2.9202], [-3.1511, 5.3844, 1.4221], [-4.8353, 3.5514, -1.7318], [-4.8516, 6.2709, -0.3288], [-5.8143, 5.8353, -1.7417], [-6.1203, 5.0536, -0.1805], [-2.6405, 5.6731, -1.5571], [-2.5170, 4.1302, -2.3719], [-3.6406, 5.3592, -2.9925], [3.6006, 0.7743, -1.6993], [2.4751, 1.3753, -1.0413], [1.2093, 1.3042, -1.7872], [2.1801, 0.8652, 0.3203], [2.9179, 3.0755, -0.7133], [4.1999, 3.4407, -1.1067], [4.7508, 4.6410, -0.6858], [4.0302, 5.4603, 0.1642], [2.7465, 5.1075, 0.5488], [2.1630, 3.9265, 0.1036], [0.4041, 3.8497, 0.5239], [-0.1800, 4.7973, -0.3869], [0.3532, 4.1436, 1.9328], [-0.0426, 2.4684, 0.2136], [4.7632, 2.7533, -1.7201], [5.7497, 4.9151, -0.9999], [4.4635, 6.3842, 0.5276], [2.1670, 5.7524, 1.1952], [3.2859, -2.1458, 1.0239], [2.2141, -3.2538, 0.9770], [2.9064, -4.6170, 0.8664], [1.4621, -3.2105, 2.3161], [0.9819, -2.8317, -0.3786], [0.5205, -1.3519, -0.2935], [1.8001, -3.1737, -2.0431], [1.8183, -4.6417, -2.4857], [3.2464, -2.6565, -2.0365], [1.0743, -2.3310, -3.1050], [-0.5264, -3.9633, -0.1948], [-1.3655, -3.7700, -1.4681], [-0.2821, -5.4611, 0.0078], [-1.3918, -3.4357, 0.9696], [3.6079, -2.0031, 2.0580], [2.9084, -1.1909, 0.6549], [4.1665, -2.4089, 0.4415], [3.5630, -4.7298, 1.7355], [3.5324, -4.7012, -0.0191], [2.2101, -5.4541, 0.8739], [2.1965, -3.2876, 3.1238], [0.7719, -4.0434, 2.4276], [0.9082, -2.2774, 2.4421], [2.2899, -5.2995, -1.7562], [2.4014, -4.7084, -3.4094], [0.8251, -5.0322, -2.7023], [3.9203, -3.2808, -1.4538], [3.3135, -1.6276, -1.6865], [3.6048, -2.6692, -3.0702], [0.0102, -2.5445, -3.1800], [1.5319, -2.5421, -4.0765], [1.1904, -1.2689, -2.8955], [-0.9252, -4.2346, -2.3497], [-1.5184, -2.7089, -1.6611], [-2.3501, -4.2189, -1.3125], [0.3633, -5.9038, -0.7496], [-1.2489, -5.9717, -0.0477], [0.1369, -5.6815, 0.9894], [-1.2941, -2.3579, 1.0931], [-1.1544, -3.9202, 1.9150], [-2.4413, -3.6426, 0.7490]], "mulliken_spin": [0.805, 0.001, 0.022, 0.001, 0.043, 0.002, 0.002, 0.041, -0.076, 0.031, 0.025, 0.006, -0.004, 0.038, 0.002, -0.026, 0.000, -0.015, 0.008, 0.002, -0.001, 0.001, 0.001, 0.000, 0.000, 0.000, 0.000, 0.001, 0.000, 0.000, 0.000, 0.000, 0.000, 0.000, 0.000, 0.000, 0.000, 0.000, 0.002, 0.000, 0.000, 0.000, 0.035, 0.002, -0.001, 0.000, 0.000, 0.000, 0.000, 0.000, 0.000, 0.000, 0.000, 0.000, 0.002, 0.005, 0.006, 0.010, 0.003, -0.001, 0.000, 0.000, 0.000, 0.000, 0.003, -0.001, -0.001, -0.018, 0.000, 0.000, 0.000, 0.000, -0.002, -0.003, -0.001, 0.002, 0.036, -0.029, -0.001, 0.000, -0.001, 0.002, -0.004, -0.001, 0.000, 0.016, 0.000, 0.004, 0.000, 0.000, 0.000, 0.000, 0.000, 0.000, 0.007, 0.000, 0.000, 0.000, 0.000, 0.001, 0.000, -0.001, 0.000, 0.006, 0.000, 0.001, 0.000, 0.000, 0.000, 0.000, 0.014, 0.000, 0.000], "charge": -1, "homo_ev": [-5.181, -5.567], "s_squared": 0.75, "orbital_gap_ev": [7.5773, 7.9635], "spin_multiplicity": 2}